{"formula": "CClF2O3S", "method": "ωB97M-V with the def2-TZVPD basis set", "orbital_gap_ev": 9.225, "molar_mass_g_mol": 165.52, "e_homo_ev": -5.6, "relative_energy_kcal_mol": 28.8, "total_charge": -1, "symbols": ["Cl", "S", "F", "F", "O", "O", "O", "C"], "xyz": [[-2.3097, -0.8855, -0.0345], [0.7054, -0.5320, -0.0008], [-0.7678, 1.1809, 1.1318], [-0.9479, 1.3672, -1.0683], [0.6801, -1.2423, 1.3172], [0.4219, -1.2781, -1.1403], [1.8276, 0.4032, -0.1572], [-0.7615, 0.5717, 0.0133]], "mulliken_charge": [-0.31, 1.11, -0.13, -0.17, -0.64, -0.59, -0.66, 0.40]}

{"formula": "CClF3O2S", "method": "ωB97M-V with the def2-TZVPD basis set", "orbital_gap_ev": 11.104, "molar_mass_g_mol": 168.52, "e_homo_ev": -12.1, "relative_energy_kcal_mol": 10.3, "symbols": ["Cl", "S", "F", "F", "F", "O", "O", "C"], "xyz": [[-2.3307, -0.7914, 0.7986], [-0.9835, 0.4419, -0.1387], [0.6464, -1.4784, 0.6240], [1.7123, 0.3227, 0.3534], [1.0764, -0.8006, -1.3585], [-0.8777, 1.6903, 0.4991], [-1.4096, 0.3581, -1.5259], [0.7226, -0.4088, -0.1230]], "mulliken_charge": [-0.12, 0.95, -0.21, -0.20, -0.20, -0.46, -0.50, 0.74]}

{"formula": "CClFN2O3", "method": "ωB97M-V with the def2-TZVPD basis set", "orbital_gap_ev": 8.863, "molar_mass_g_mol": 142.47, "e_homo_ev": -10.1, "relative_energy_kcal_mol": 49.9, "symbols": ["Cl", "F", "O", "O", "O", "N", "N", "C"], "xyz": [[1.0507, -0.7905, -0.8869], [-1.8527, -0.5109, -1.7712], [2.7597, -0.4657, 1.0258], [-2.5102, 0.4834, 1.5472], [2.3367, 1.3104, -0.1038], [-2.2885, 0.1274, 0.4669], [2.2698, 0.1893, 0.1990], [-1.7655, -0.3435, -0.4770]], "mulliken_charge": [-0.13, -0.16, -0.41, -0.61, -0.41, 0.61, 0.94, 0.17]}

{"formula": "CClFO3P", "method": "ωB97M-V with the def2-TZVPD basis set", "orbital_gap_ev": 9.057, "molar_mass_g_mol": 145.43, "e_homo_ev": -5.4, "relative_energy_kcal_mol": 0.0, "total_charge": -1, "symbols": ["Cl", "P", "F", "O", "O", "O", "C"], "xyz": [[-1.9294, 0.5008, 1.3510], [-1.2690, -0.0785, -0.4560], [1.5954, 0.3288, 1.0782], [-1.4275, -1.5467, -0.5052], [-1.4416, 0.8705, -1.5370], [1.4893, 1.1214, -0.9841], [0.9060, 0.5425, -0.1164]], "mulliken_charge": [-0.26, 0.95, -0.24, -0.63, -0.59, -0.43, 0.20]}

{"formula": "CClIO", "method": "ωB97M-V with the def2-TZVPD basis set", "orbital_gap_ev": 8.103, "molar_mass_g_mol": 190.37, "e_homo_ev": -10.2, "relative_energy_kcal_mol": 7.0, "symbols": ["I", "Cl", "O", "C"], "xyz": [[-2.9525, -0.6877, 0.0571], [-2.5970, 1.7157, -0.0517], [0.0206, 0.4661, -0.2216], [0.4218, 1.4137, 0.2044]], "mulliken_charge": [0.23, -0.24, -0.09, 0.10]}

{"formula": "CEuF4NO2S2", "method": "ωB97M-V with the def2-TZVPD basis set", "orbital_gap_ev": [5.033, 5.241], "molar_mass_g_mol": 350.11, "e_homo_ev": [-11.9, -11.9], "multiplicity": 8, "s2": 15.76, "relative_energy_kcal_mol": 0.0, "total_charge": 1, "symbols": ["Eu", "S", "S", "F", "F", "F", "F", "O", "O", "N", "C"], "xyz": [[-2.0006, 1.5844, 1.8169], [0.0337, 0.6142, -1.1526], [0.5247, -2.1415, -0.7126], [-1.7626, 1.6036, -2.8959], [-0.2124, 2.9548, -2.2712], [0.2366, 1.3673, -3.6812], [-1.0202, -2.8895, -0.5856], [1.3348, -3.0504, -1.5378], [-1.2978, 0.8518, -0.3631], [0.0750, -0.8896, -1.6806], [-0.4754, 1.7047, -2.6217]], "mulliken_charge": [1.73, 0.42, 0.56, -0.21, -0.22, -0.19, -0.32, -0.47, -0.71, -0.27, 0.69]}

{"formula": "CF2O", "method": "ωB97M-V with the def2-TZVPD basis set", "orbital_gap_ev": [9.787, 9.793], "molar_mass_g_mol": 66.01, "e_homo_ev": [-10.9, -10.9], "relative_energy_kcal_mol": 173.8, "symbols": ["F", "F", "O", "C"], "xyz": [[-1.3750, -0.0931, -0.4178], [-0.0109, 1.1842, 0.6270], [1.5832, -1.1825, -0.2207], [-0.1972, 0.0914, 0.0116]], "mulliken_charge": [-0.05, -0.05, -0.27, 0.37]}

{"formula": "CF2O2S", "method": "ωB97M-V with the def2-TZVPD basis set", "orbital_gap_ev": [8.158, 8.337], "molar_mass_g_mol": 114.07, "e_homo_ev": [-11.0, -11.4], "relative_energy_kcal_mol": 78.0, "symbols": ["S", "F", "F", "O", "O", "C"], "xyz": [[0.7007, 0.1912, 0.4349], [-1.7272, -0.2631, 0.4204], [-0.5902, -1.3781, -1.1795], [1.8347, 0.1564, -0.4381], [0.5704, 1.3837, 1.2561], [-0.7885, -0.0902, -0.4938]], "mulliken_charge": [0.82, -0.11, -0.19, -0.44, -0.45, 0.38]}

{"formula": "CF3LiNaO4P", "method": "ωB97M-V with the def2-TZVPD basis set", "orbital_gap_ev": 8.336, "molar_mass_g_mol": 193.91, "e_homo_ev": -10.0, "relative_energy_kcal_mol": 0.0, "symbols": ["P", "Na", "F", "F", "F", "O", "O", "O", "O", "C", "Li"], "xyz": [[1.4632, -0.0687, 0.0870], [-3.9246, 0.4069, -0.4329], [0.5980, -1.4889, 0.7671], [2.2969, 1.3047, -0.2568], [2.4768, -0.3117, 1.2944], [-1.9560, 1.3439, 0.7627], [-1.3725, -0.2468, -0.6436], [1.5114, -0.7202, -1.2712], [0.1928, 0.8557, 0.5777], [-1.1026, 0.6337, 0.2204], [-0.1832, -1.7087, -1.1049]], "mulliken_charge": [1.08, 0.91, -0.56, -0.36, -0.24, -0.77, -0.83, -0.82, -0.29, 1.02, 0.87]}

{"formula": "CF3N3", "method": "ωB97M-V with the def2-TZVPD basis set", "orbital_gap_ev": 9.045, "molar_mass_g_mol": 111.03, "e_homo_ev": -11.4, "relative_energy_kcal_mol": 62.6, "symbols": ["F", "F", "F", "N", "N", "N", "C"], "xyz": [[0.1279, 2.1521, 0.6197], [-1.3867, -1.2008, -1.1904], [0.9821, -1.8245, -1.7223], [0.5692, 0.1124, 1.8408], [-0.0750, -0.8218, -0.9718], [0.5257, 0.1009, -0.7903], [0.2750, 0.9628, 1.0271]], "mulliken_charge": [-0.16, -0.08, -0.34, -0.38, 0.60, -0.20, 0.55]}

{"formula": "CF3O3PS", "method": "ωB97M-V with the def2-TZVPD basis set", "orbital_gap_ev": 9.695, "molar_mass_g_mol": 180.04, "e_homo_ev": -10.5, "relative_energy_kcal_mol": 1.9, "symbols": ["S", "P", "F", "F", "F", "O", "O", "O", "C"], "xyz": [[0.2686, -1.3547, -0.1297], [-2.1393, 0.7652, -0.4350], [1.3496, 0.8912, 1.5576], [0.6272, 1.2808, -0.5184], [2.5717, 0.3519, -0.1634], [-3.1333, 0.4178, -1.4089], [-1.1932, -0.5697, -0.1767], [0.3658, -2.2296, 0.9997], [1.2828, 0.4471, 0.2749]], "mulliken_charge": [0.61, 0.46, -0.20, -0.22, -0.23, -0.39, -0.23, -0.43, 0.63]}

{"formula": "CF3OSSr", "method": "ωB97M-V with the def2-TZVPD basis set", "orbital_gap_ev": [5.747, 7.853], "molar_mass_g_mol": 204.69, "e_homo_ev": [-6.3, -8.7], "multiplicity": 2, "s2": 0.75, "relative_energy_kcal_mol": 59.4, "symbols": ["Sr", "S", "F", "F", "F", "O", "C"], "xyz": [[-2.2124, 1.9517, 0.6395], [-0.0922, -0.7149, -0.7782], [1.9667, -0.1406, 0.6673], [1.9659, -2.0953, -0.1559], [0.5819, -1.9474, 2.2755], [-0.4060, 0.7763, -0.4397], [1.2228, -1.1002, 0.2213]], "mulliken_charge": [0.96, 0.14, -0.13, -0.13, -0.72, -0.74, 0.62]}

{"formula": "CF4GdNO2S2", "method": "ωB97M-V with the def2-TZVPD basis set", "orbital_gap_ev": [7.982, 6.493], "molar_mass_g_mol": 355.39, "e_homo_ev": [-18.4, -18.1], "multiplicity": 8, "s2": 16.79, "relative_energy_kcal_mol": 2.7, "total_charge": 2, "symbols": ["Gd", "S", "S", "F", "F", "F", "F", "O", "O", "N", "C"], "xyz": [[-0.1820, -0.7557, 3.8404], [-2.0003, -1.2690, -1.0825], [0.3795, -0.4517, 0.2395], [2.7708, 0.5053, 0.6718], [1.3032, 2.0665, 0.4677], [-3.1654, -0.0521, -1.1449], [1.9928, 1.0059, -1.2818], [-1.9437, -1.7764, -2.4637], [-0.1233, 0.0690, 1.6317], [-0.7281, -0.2375, -0.8794], [1.6966, 0.8956, 0.0012]], "mulliken_charge": [1.54, 0.75, 0.58, -0.17, -0.16, -0.21, -0.15, -0.30, -0.52, -0.09, 0.73]}

{"formula": "CF5MgO3PRb", "method": "ωB97M-V with the def2-TZVPD basis set", "orbital_gap_ev": 9.913, "molar_mass_g_mol": 295.75, "e_homo_ev": -14.1, "total_charge": 1, "symbols": ["Rb", "P", "Mg", "F", "F", "F", "F", "F", "O", "O", "O", "C"], "xyz": [[-2.1536, -3.3814, -0.1425], [2.4778, 2.0415, -0.0648], [-0.9464, 2.2349, 0.3374], [-1.7445, 3.4236, -0.7649], [3.8852, 1.6853, -0.7186], [1.0268, 2.5448, 0.6638], [2.3007, 3.2588, -1.0323], [3.1452, 2.3350, 1.3186], [1.9464, 0.5751, -0.3461], [0.9304, -1.3774, -0.2672], [-0.3122, 0.4067, 0.0320], [0.7883, -0.1734, -0.1496]], "mulliken_charge": [0.99, 1.26, 1.24, -0.66, -0.32, -0.39, -0.18, -0.19, -0.27, -0.57, -0.65, 0.75]}

{"formula": "CF6N3O13PbS3", "method": "ωB97M-V with the def2-TZVPD basis set", "orbital_gap_ev": 6.597, "molar_mass_g_mol": 679.41, "e_homo_ev": 0.0, "total_charge": -3, "symbols": ["Pb", "S", "S", "S", "F", "F", "F", "F", "F", "F", "O", "O", "O", "O", "O", "O", "O", "O", "O", "O", "O", "O", "O", "N", "N", "N", "C"], "xyz": [[5.5556, -2.9483, -11.9564], [2.1024, -4.2286, -11.9012], [2.8149, -3.9609, -9.7198], [6.5249, -5.9345, -12.0229], [6.5047, -1.5382, -10.1312], [2.6855, -4.1557, -13.4116], [4.1586, -4.3836, -9.0338], [8.0754, -6.7746, -13.9965], [9.0777, -5.1659, -12.8620], [8.9775, -7.1171, -12.0161], [2.6590, -2.7457, -8.9785], [6.7533, -4.8478, -10.9867], [2.7627, -0.0540, -13.1288], [1.5995, -5.6122, -11.8189], [1.8947, -5.0983, -9.3151], [4.3605, -1.2371, -13.3764], [7.2287, -2.1649, -13.7818], [9.2579, -2.3754, -14.0227], [5.7987, -5.2205, -13.0908], [1.1084, -3.1502, -11.9442], [4.0905, 0.6136, -14.6004], [8.5581, -0.5023, -13.8621], [5.9606, -7.2136, -11.4413], [8.3358, -1.6590, -14.0409], [3.4921, -3.8336, -11.3246], [3.7376, -0.2502, -13.7939], [8.2674, -6.3120, -12.7464]], "mulliken_charge": [1.75, 0.90, 0.88, 1.33, -0.87, -0.32, -0.25, -0.23, -0.22, -0.21, -0.59, -0.75, -0.63, -0.60, -0.59, -0.51, -0.62, -0.63, -0.65, -0.61, -0.69, -0.67, -0.65, 0.93, 0.18, 0.78, 0.52]}

{"formula": "CFN4S", "method": "ωB97M-V with the def2-TZVPD basis set", "orbital_gap_ev": 7.828, "molar_mass_g_mol": 119.10, "e_homo_ev": -4.6, "relative_energy_kcal_mol": 7.6, "total_charge": -1, "symbols": ["S", "F", "N", "N", "N", "N", "C"], "xyz": [[-1.7476, 0.8106, -0.3178], [-1.8274, 1.1401, -2.0503], [1.7570, -0.6195, 0.1875], [0.9005, -0.0067, -0.5908], [-0.0606, -0.4936, 1.3327], [1.2011, -0.8918, 1.3229], [-0.2231, 0.0609, 0.1158]], "mulliken_charge": [0.07, -0.32, -0.35, -0.34, -0.36, -0.32, 0.62]}

{"formula": "CFNO2", "method": "ωB97M-V with the def2-TZVPD basis set", "orbital_gap_ev": 8.799, "molar_mass_g_mol": 77.01, "e_homo_ev": -10.2, "relative_energy_kcal_mol": 1.2, "symbols": ["F", "O", "O", "N", "C"], "xyz": [[1.0526, -0.7831, 0.1180], [-0.4330, 0.5454, 1.6103], [0.1701, -0.0274, -1.7418], [-0.9751, 0.3537, 0.5776], [0.1854, -0.0886, -0.5640]], "mulliken_charge": [-0.17, -0.19, -0.38, 0.17, 0.58]}

{"formula": "CFNO2", "method": "ωB97M-V with the def2-TZVPD basis set", "orbital_gap_ev": [10.252, 7.391], "molar_mass_g_mol": 77.01, "e_homo_ev": [-10.5, -9.1], "relative_energy_kcal_mol": 31.0, "symbols": ["F", "O", "O", "N", "C"], "xyz": [[1.4219, -1.0155, -0.3934], [1.6734, 1.1342, 0.4128], [-2.2201, -0.4452, -0.6008], [-1.8833, 0.1236, 0.3462], [1.0080, 0.2029, 0.2352]], "mulliken_charge": [-0.17, -0.25, -0.13, 0.18, 0.37]}

{"formula": "CFNO3S", "method": "ωB97M-V with the def2-TZVPD basis set", "orbital_gap_ev": 12.200, "molar_mass_g_mol": 125.08, "e_homo_ev": -12.0, "relative_energy_kcal_mol": 0.0, "symbols": ["S", "F", "O", "O", "O", "N", "C"], "xyz": [[-0.0187, 1.3084, 0.3668], [-0.7587, 0.5231, 1.6179], [-1.0453, 1.9383, -0.3231], [1.1439, 1.8523, 0.9065], [0.0838, -2.5955, -0.8303], [0.2388, -0.2216, -0.3386], [0.0964, -1.4415, -0.5749]], "mulliken_charge": [1.22, -0.27, -0.44, -0.44, -0.40, -0.43, 0.77]}

Computed max |F|, in the same sequence as the records: 4.4, 4.0, 4.0, 3.5, 1.6, 2.9, 3.9, 4.5, 1.3, 7.1, 2.1, 2.4, 4.8, 2.7, 8.3, 2.6, 1.5, 2.0, 6.8 eV Å⁻¹.